Density functional theory data (ωB97M-V with the def2-TZVPD basis set) for a structure of composition C18H18FN3O5Ta in a non-equilibrium geometry.

**Multiplicity**: 1
**Frontier orbital gap (spin up / spin down)**: 0.20402 / 0.20636 hartree
**Max |F|**: 1.203 eV Å⁻¹
**Total charge**: +3
**LUMO energy (spin up / spin down)**: -12.51 / -12.45 eV

Geometry (Å):
Ta 1.506 0.865 -1.974
C 3.680 0.630 -5.821
C 2.645 0.626 -4.772
N 2.845 0.767 -3.470
O 3.990 0.962 -2.704
C 1.239 0.469 -4.986
C 0.531 0.241 -6.265
N 0.529 0.550 -3.826
O -0.714 0.471 -3.766
H 4.688 0.777 -5.441
H 3.453 1.409 -6.555
H 3.647 -0.326 -6.354
H 4.760 1.237 -3.238
H 1.227 0.210 -7.100
H -0.199 1.036 -6.438
H -0.019 -0.703 -6.223
C -0.985 1.060 5.051
C -2.046 0.919 3.970
C -3.130 -0.101 4.262
C -2.547 -1.501 4.367
C -1.687 -1.817 3.172
C -1.424 -3.116 2.818
C -0.648 -3.431 1.688
F -0.445 -4.699 1.415
C -0.122 -2.473 0.872
C -0.370 -1.130 1.202
C 0.102 -0.063 0.429
O 0.893 -0.336 -0.684
C -0.161 1.257 0.759
C -0.889 1.517 1.922
N -1.350 0.537 2.669
C -1.143 -0.794 2.359
C 0.505 2.349 0.002
O 1.275 3.165 0.326
O 0.303 2.125 -1.480
H -1.473 1.349 5.982
H -0.260 1.836 4.803
H -0.448 0.128 5.224
H -2.501 1.885 3.754
H -3.897 -0.060 3.486
H -3.610 0.184 5.198
H -3.344 -2.241 4.431
H -1.951 -1.612 5.276
H -1.823 -3.935 3.404
H 0.458 -2.753 0.005
H -1.087 2.529 2.253

***

Density functional theory data (ωB97M-V with the def2-TZVPD basis set) for the molecule C18H18N2O3S in a non-equilibrium geometry.

**Multiplicity**: 1
**Frontier orbital gap**: 0.30661 hartree
**Max |F|**: 1.003 eV Å⁻¹
**Total charge**: 0
**SMILES string**: Cc1ccc(N(Cc2cc3ccccc3[nH]c2=O)S(C)(=O)=O)cc1
**LUMO energy**: 0.05 eV

Geometry (Å):
C 4.378 3.770 0.170
C 3.572 2.511 0.271
C 2.369 2.473 0.958
C 1.627 1.308 1.052
C 2.088 0.134 0.465
N 1.395 -1.084 0.554
C 0.275 -1.210 1.445
C -1.013 -0.591 0.961
C -1.164 -0.012 -0.251
C -2.408 0.569 -0.649
C -2.595 1.171 -1.899
C -3.812 1.718 -2.232
C -4.870 1.677 -1.325
C -4.712 1.089 -0.089
C -3.482 0.529 0.260
N -3.290 -0.069 1.476
C -2.120 -0.649 1.914
O -2.061 -1.164 3.017
S 1.462 -2.037 -0.845
C 0.060 -3.187 -0.755
O 1.275 -1.191 -1.989
O 2.650 -2.834 -0.808
C 3.302 0.161 -0.220
C 4.022 1.333 -0.318
H 4.663 3.960 -0.863
H 5.292 3.680 0.756
H 3.815 4.623 0.541
H 1.991 3.372 1.426
H 0.688 1.332 1.583
H 0.110 -2.271 1.651
H 0.541 -0.759 2.408
H -0.342 0.021 -0.952
H -1.766 1.193 -2.590
H -3.953 2.181 -3.196
H -5.822 2.109 -1.593
H -5.531 1.056 0.615
H -4.064 -0.096 2.130
H -0.871 -2.649 -0.646
H 0.085 -3.704 -1.708
H 0.229 -3.890 0.049
H 3.671 -0.745 -0.670
H 4.959 1.334 -0.856